i:
The following is a quantum chemistry calculation of C27H26CrF7N2O6S3 as an isolated structure, from OMol25.

Geometry as ORCA input:
```
! RIJCOSX wB97M-V def2-TZVPD def2/J DEFGRID3
* xyz 0 2
Cr -1.14448 0.71905 -0.16887
C 0.78037 3.84841 -1.24106
C 0.63716 2.79104 -2.34056
C -0.78556 2.26966 -2.50362
C 1.66567 1.67799 -2.21785
C 2.64247 1.58718 -3.19887
C 3.64909 0.63673 -3.12683
C 3.66389 -0.26536 -2.07616
C 2.68959 -0.24176 -1.08287
C 2.71358 -1.35775 -0.03872
C 2.72356 -2.72787 -0.72365
C 3.91496 -1.24230 0.90596
C 1.70385 0.76592 -1.14865
N 0.72633 0.85524 -0.09705
C 1.19380 1.02496 1.22766
C 2.38649 1.63840 1.59293
C 2.69441 1.81329 2.93715
C 1.82958 1.37257 3.93339
C 0.63815 0.74087 3.58873
C 0.38241 0.59423 2.25872
F -0.76572 -0.03046 1.84922
H 0.14160 4.71342 -1.44529
H 1.81603 4.19429 -1.18761
H 0.50362 3.45838 -0.26267
H 0.85044 3.29148 -3.28246
H -1.17466 1.88061 -1.56160
H -0.85830 1.46854 -3.23315
H -1.49338 3.06115 -2.75717
H 2.62216 2.29118 -4.02656
H 4.41534 0.59416 -3.89466
H 4.43982 -1.02650 -2.03471
H 1.80441 -1.30467 0.55221
H 3.68844 -2.91714 -1.20525
H 1.94811 -2.79161 -1.48014
H 2.55151 -3.52236 0.01083
H 4.85238 -1.31940 0.34522
H 3.89635 -2.05250 1.64150
H 3.92189 -0.29286 1.44877
H 3.05615 1.98847 0.81290
H 3.62077 2.30730 3.20794
H 2.07550 1.51978 4.97901
H -0.06873 0.37532 4.32493
F -5.54928 1.48140 1.87051
C -5.64064 1.28837 0.55588
F -6.43983 2.18235 0.01188
F -6.06944 0.06505 0.29997
S -3.98637 1.45540 -0.19547
O -3.13670 0.51699 0.59235
O -4.08982 1.20600 -1.59323
N -3.66427 2.96618 0.10734
S -2.45321 3.47397 0.96378
O -1.33704 2.50135 0.99231
O -2.14328 4.82866 0.65862
C -3.01283 3.47730 2.71104
F -2.14992 4.19789 3.41114
F -3.04600 2.23238 3.18138
F -4.21844 4.01497 2.78478
O -1.39593 -7.64078 -0.21336
C -1.26302 -6.57789 0.61824
O -1.14221 -6.77532 1.79246
C -1.28143 -5.20939 0.00536
C -1.38395 -4.12305 0.86377
C -1.40536 -2.82725 0.37195
C -1.29912 -2.57754 -1.00215
S -1.28384 -0.96144 -1.71667
C -1.21009 -3.67454 -1.85988
C -1.20179 -4.96714 -1.35997
H -1.55776 -7.34351 -1.11269
H -1.45459 -4.31855 1.92692
H -1.50908 -1.99924 1.05682
H -1.12719 -3.50187 -2.93032
H -1.09664 -5.77785 -2.07380
*
```

Calculated values
gap between HOMO and LUMO (spin up / spin down) = 5.935 / 7.671 eV
highest occupied orbital energy (spin up / spin down) = -7.93 / -8.29 eV

Atomic partial charges in e from the Löwdin method, atoms 1 to 6: 0.542, -0.034, -0.335, -0.038, -0.133, -0.029


ii:
The following is a quantum chemistry calculation of C27H26CrF7N2O6S3 as an isolated structure, from OMol25.

Geometry as ORCA input:
```
! RIJCOSX wB97M-V def2-TZVPD def2/J DEFGRID3
* xyz 0 2
Cr 0.14757 1.59634 -0.74248
C -1.53039 -0.88805 -2.53634
C -0.41751 -1.63199 -1.79125
C -0.25208 -3.02367 -2.41067
C -0.68579 -1.73591 -0.30356
C -1.58824 -2.67596 0.17249
C -1.77558 -2.85642 1.52983
C -1.02332 -2.11968 2.42162
C -0.11216 -1.15886 1.99695
C 0.72795 -0.52886 3.08916
C 2.11258 -1.18890 3.12245
C 0.87156 0.98782 3.06777
C 0.00885 -0.92714 0.61468
N 0.80849 0.11913 0.11096
C 2.14990 -0.09855 -0.06123
C 2.74003 -1.34670 -0.30477
C 4.09048 -1.43486 -0.57963
C 4.89157 -0.30399 -0.58927
C 4.34902 0.93939 -0.29161
C 3.00242 1.01064 -0.03608
F 2.39819 2.20996 0.25849
H -1.38132 -1.00044 -3.60768
H -1.52127 0.17860 -2.30404
H -2.50270 -1.30683 -2.28682
H 0.51239 -1.07743 -1.94723
H -1.21568 -3.51904 -2.48907
H 0.40719 -3.64715 -1.81251
H 0.16579 -2.94096 -3.41069
H -2.14332 -3.27996 -0.52697
H -2.48054 -3.58571 1.89821
H -1.13906 -2.29393 3.48130
H 0.22655 -0.78400 4.02887
H 2.67812 -0.95167 2.22521
H 2.01876 -2.27032 3.20152
H 2.67130 -0.82764 3.98347
H 1.39899 1.33981 2.18998
H 1.43188 1.29900 3.94709
H -0.10002 1.46624 3.09134
H 2.12181 -2.22949 -0.29652
H 4.52419 -2.39614 -0.80895
H 5.93725 -0.39459 -0.83520
H 4.94122 1.83913 -0.28269
F 2.20692 1.13801 -5.30762
C 3.06178 1.61543 -4.40962
F 3.84339 0.61228 -4.00705
F 3.82367 2.52326 -4.99802
S 2.11551 2.29937 -2.93853
O 1.43209 1.12600 -2.43821
O 3.08418 2.91323 -2.10402
N 1.15592 3.31780 -3.65041
S -0.27123 3.59658 -3.09001
O -0.81448 2.50104 -2.30299
O -1.13587 4.19241 -4.03451
C 0.02366 4.84113 -1.70735
F 0.70851 5.91715 -2.04860
F 0.71890 4.15583 -0.76802
F -1.11838 5.21422 -1.14765
O -6.01927 -2.35419 2.21227
C -4.99510 -1.92317 2.97585
O -4.77492 -2.42600 4.04314
C -4.16757 -0.82516 2.41232
C -3.50518 0.02995 3.29186
C -2.67371 1.02077 2.81966
C -2.42639 1.13022 1.45074
S -1.31994 2.36259 0.86063
C -3.09748 0.28860 0.56944
C -3.97155 -0.66777 1.04169
H -6.11029 -1.84109 1.39800
H -3.66155 -0.09791 4.35116
H -2.19754 1.70898 3.50108
H -2.91631 0.39424 -0.48741
H -4.46284 -1.32501 0.33605
*
```

Calculated values
gap between HOMO and LUMO (spin up / spin down) = 6.461 / 7.353 eV
highest occupied orbital energy (spin up / spin down) = -8.22 / -8.37 eV

Atomic partial charges in e from the Löwdin method, atoms 1 to 6: 0.689, -0.037, -0.363, -0.056, -0.145, -0.039


Stability order, top to bottom: i, ii


i:
The following is a quantum chemistry calculation of an isolated ion of composition C3H6ClN2 and charge +1, from OMol25.

Geometry as ORCA input:
```
! RIJCOSX wB97M-V def2-TZVPD def2/J DEFGRID3
* xyz 1 1
C -0.71075 0.89002 0.25706
C 1.64104 0.29073 0.18274
C -0.64374 -1.45831 -0.34795
N -1.16524 -0.17112 -0.40601
N 0.58713 1.03698 0.52530
Cl -1.32447 -2.76665 -1.07260
H -1.19080 1.80824 0.20559
H 2.57387 0.61615 0.60841
H 1.55142 -0.26325 -0.67886
H 0.10332 -1.62906 0.51257
H -2.10585 -0.17419 -0.85204
H 0.68407 1.82046 1.06578
*
```

Calculated values
gap between HOMO and LUMO (spin up / spin down) = 7.711 / 7.118 eV
highest occupied orbital energy (spin up / spin down) = -12.74 / -12.40 eV

Atomic partial charges in e from the Löwdin method, atoms 1 to 6: -0.107, 0.103, -0.616, 0.036, 0.024, 0.806


ii:
The following is a quantum chemistry calculation of an isolated ion of composition C3H6ClN2 and charge +1, from OMol25.

Geometry as ORCA input:
```
! RIJCOSX wB97M-V def2-TZVPD def2/J DEFGRID3
* xyz 1 1
C -0.95571 2.03547 0.82792
C -0.92767 -0.49296 0.59714
C 0.27883 -0.83755 -0.51994
N -1.21347 0.88605 0.75330
N 1.36940 0.06883 -0.91562
Cl 2.31774 0.42520 0.40686
H -0.62638 2.93255 0.48728
H -1.79056 -1.20664 0.23345
H -0.63005 -0.92794 1.57806
H 0.80169 -1.73652 0.08056
H -0.23013 -1.28859 -1.44038
H 1.60630 0.14211 -2.08863
*
```

Calculated values
gap between HOMO and LUMO (spin up / spin down) = 7.483 / 7.483 eV
highest occupied orbital energy (spin up / spin down) = -12.97 / -12.97 eV

Atomic partial charges in e from the Löwdin method, atoms 1 to 6: 0.347, -0.131, -0.283, 0.137, -0.619, 0.647


Stability order, top to bottom: i, ii


i:
The following is a quantum chemistry calculation of an isolated ion of composition C3H6ClN2 and charge +1, from OMol25.

Geometry as ORCA input:
```
! RIJCOSX wB97M-V def2-TZVPD def2/J DEFGRID3
* xyz 1 1
C 0.88492 -1.52290 -1.94426
C 0.48887 -0.01153 0.97438
C -0.62668 -0.25408 -0.20945
N 1.44287 0.60442 0.48980
N 0.12988 -1.31533 -0.93708
Cl 1.16860 -3.08952 -2.26798
H 1.79984 -1.11793 -2.75864
H 0.15966 -0.44781 1.84733
H -1.63804 -0.52287 0.26207
H -0.63089 0.52936 -0.96983
H 2.25673 1.12972 0.89457
H -0.40480 -2.18445 -0.66880
*
```

Calculated values
gap between HOMO and LUMO = 8.733 eV
highest occupied orbital energy = -13.82 eV

Atomic partial charges in e from the Löwdin method, atoms 1 to 6: -0.556, -0.165, -0.061, 0.122, -0.047, 0.858


ii:
The following is a quantum chemistry calculation of a 2-piece molecular cluster, C3H6ClN2 overall, from OMol25.

Geometry as ORCA input:
```
! RIJCOSX wB97M-V def2-TZVPD def2/J DEFGRID3
* xyz 1 1
C 1.30047 0.16327 -0.22571
C -2.34372 0.53514 -0.12687
C 1.35701 -1.28197 -0.53554
N 0.39366 0.91174 0.02458
N -2.83159 1.66305 -0.28522
Cl -3.14840 -0.88964 0.11534
H 2.21441 0.58116 -0.11064
H 2.11748 -1.78612 0.03151
H 1.37478 -1.49498 -1.65915
H 0.38352 -1.58994 -0.25662
H -2.24541 2.32676 -0.75358
H -3.85540 1.80790 -0.34008
*
```

Calculated values
gap between HOMO and LUMO (spin up / spin down) = 6.615 / 10.398 eV
highest occupied orbital energy (spin up / spin down) = -13.46 / -15.18 eV

Atomic partial charges in e from the Löwdin method, atoms 1 to 6: -0.313, -0.541, -0.032, 0.224, 0.144, 0.840


iii:
The following is a quantum chemistry calculation of a 2-piece molecular cluster, C3H6ClN2 overall, from OMol25.

Geometry as ORCA input:
```
! RIJCOSX wB97M-V def2-TZVPD def2/J DEFGRID3
* xyz 1 1
C 1.76692 -0.57529 1.81713
C 0.02529 1.30730 2.12206
C -1.01102 1.07690 -1.16328
N 0.77169 0.44123 1.91482
N -1.93826 1.15537 -0.31409
Cl -1.03871 2.47991 2.10773
H 2.39850 -0.26401 2.65315
H 1.12387 -1.46571 1.98019
H -0.59065 1.91675 -1.55239
H -0.82426 0.16698 -1.62637
H 2.27217 -0.51731 0.80626
H -2.55290 0.31973 -0.25401
*
```

Calculated values
gap between HOMO and LUMO = 9.334 eV
highest occupied orbital energy = -13.65 eV

Atomic partial charges in e from the Löwdin method, atoms 1 to 6: 0.016, -0.526, -0.106, 0.082, -0.020, 1.001


Stability order, top to bottom: iii, i, ii


i:
The following is a quantum chemistry calculation of a 3-piece molecular cluster, C6H12Cl6 overall, from OMol25.

Geometry as ORCA input:
```
! RIJCOSX wB97M-V def2-TZVPD def2/J DEFGRID3
* xyz 0 1
Cl 4.36309 15.05653 -0.80735
C 4.58492 13.92934 0.60717
C 3.25813 13.62357 1.42649
Cl 2.09473 12.78027 0.30653
H 5.36763 14.29597 1.27131
H 5.00545 13.02130 0.17505
H 2.90533 14.60745 1.73564
H 3.51364 12.98392 2.27127
Cl -9.86276 10.69137 13.48810
C -8.82228 10.36293 12.03210
C -8.76095 8.89126 11.85838
Cl -7.44205 8.45305 10.66673
H -7.88839 10.88370 12.24365
H -9.32146 10.86199 11.20152
H -9.70182 8.62736 11.37544
H -8.69004 8.23689 12.72721
Cl 0.97767 8.74473 8.35748
C -0.20174 8.64452 9.75234
C 0.00258 7.38149 10.63145
Cl 1.43435 7.48819 11.64134
H -1.17839 8.58490 9.27203
H -0.23515 9.59564 10.28371
H -0.03220 6.54044 9.93898
H -0.90405 7.28130 11.22820
*
```

Calculated values
gap between HOMO and LUMO = 11.277 eV
highest occupied orbital energy = -10.81 eV

Atomic partial charges in e from the Löwdin method, atoms 1 to 6: 0.485, -0.635, -0.591, 0.493, 0.064, 0.052


ii:
The following is a quantum chemistry calculation of a 3-piece molecular cluster, C6H12Cl6 overall, from OMol25.

Geometry as ORCA input:
```
! RIJCOSX wB97M-V def2-TZVPD def2/J DEFGRID3
* xyz 0 1
Cl -0.75027 2.30275 -1.36204
C 0.93023 1.53499 -1.11160
C 0.91426 0.74269 0.28782
Cl 1.03441 1.78933 1.72764
H 1.64923 2.30846 -1.38160
H 1.01532 0.83325 -1.94132
H 1.73894 0.03000 0.29621
H 0.06160 0.06398 0.30888
Cl -3.52246 2.24150 2.59758
C -2.21433 1.75325 1.50086
C -2.65287 1.02355 0.26017
Cl -3.66582 -0.40707 0.52637
H -1.53173 1.11142 2.05781
H -1.72071 2.68706 1.23173
H -1.72814 0.70956 -0.22398
H -3.20232 1.68549 -0.40917
Cl 2.36269 -1.65402 1.25648
C 1.74880 -1.76547 -0.40301
C 1.48370 -3.26103 -0.82911
Cl 2.96839 -4.31268 -0.92162
H 2.38837 -1.26839 -1.13237
H 0.80668 -1.22014 -0.45909
H 1.06541 -3.30832 -1.83456
H 0.82062 -3.62016 -0.04206
*
```

Calculated values
gap between HOMO and LUMO = 10.654 eV
highest occupied orbital energy = -10.50 eV

Atomic partial charges in e from the Löwdin method, atoms 1 to 6: 0.593, -0.460, -0.699, 0.615, 0.068, 0.056


Stability order, top to bottom: i, ii